## a
The following is a DFT calculation (wB97M-V/def2-TZVPD) of 2 unconnected molecules or ions with the total composition ClH4N2OPS.

As for the molecular weight: 146.5 g/mol. As for the HOMO energy (spin up / spin down): -7.297 / -7.756 eV. The LUMO energy (spin up / spin down) comes out at -2.9 / -1.8 eV. The calculation puts the gap between HOMO and LUMO (spin up / spin down) at 4.425 / 5.960 eV.

```
! wB97M-V def2-TZVPD RIJCOSX def2/J DEFGRID3
* xyz 0 1
N -0.35814 -1.88450 0.03881
N -1.48262 -1.38468 0.15968
O 0.01215 1.34423 -1.08041
P 0.35130 1.23497 0.52858
S 0.93217 3.06223 1.26957
Cl 1.95179 0.05513 0.23024
H -0.44916 -2.80780 0.50275
H 0.60319 -1.45427 -0.00772
H -1.60111 -0.45865 -0.13690
H 0.04044 2.29333 -1.50459
*
```



## b
The following is a DFT calculation (wB97M-V/def2-TZVPD) of 2 unconnected molecules or ions with the total composition ClH4N2OPS.

As for the molecular weight: 146.5 g/mol. As for the HOMO energy (spin up / spin down): -7.842 / -8.023 eV. The LUMO energy (spin up / spin down) comes out at 0.1 / -1.1 eV. The calculation puts the gap between HOMO and LUMO (spin up / spin down) at 7.946 / 6.949 eV.

```
! wB97M-V def2-TZVPD RIJCOSX def2/J DEFGRID3
* xyz 0 1
N -0.82834 0.41134 -0.00489
N -0.30084 -0.79888 -0.15210
O 2.04741 0.01596 1.67049
P 2.20804 -0.17952 0.04012
S 3.95691 -0.90595 -0.57512
Cl 2.05804 1.68422 -0.51732
H -0.65948 0.88057 0.92138
H -1.28151 0.85003 -0.71282
H -0.48964 -1.07517 -1.13675
H 1.79345 -0.57202 2.41548
*
```



Which structure is most stable, and how do the rest compare? From most to least stable: b, a.



## a
The following is a DFT calculation (wB97M-V/def2-TZVPD) of a molecular structure, C5H8N2O3.

As for the molecular weight: 144.1 g/mol. As for the HOMO energy: -9.016 eV. The LUMO energy comes out at 0.7 eV. The calculation puts the gap between HOMO and LUMO at 9.690 eV.

```
! wB97M-V def2-TZVPD RIJCOSX def2/J DEFGRID3
* xyz 0 1
O 0.39830 -1.80949 -0.43821
C 1.00015 -0.77439 -1.13523
C 0.16924 0.36136 -1.67806
N -1.24287 0.38734 -1.54931
C -1.81546 0.29714 -0.41040
N -1.20234 0.39905 0.81641
C 0.45784 0.85437 0.85148
O 0.69846 1.89360 1.44233
C 1.09107 0.56763 -0.46562
H -0.00043 -2.43188 -1.05460
H 1.86991 -1.06513 -1.72904
H 0.52693 0.78714 -2.61635
H -2.90773 0.34886 -0.36235
H -1.66344 0.97348 1.51195
H 2.01689 1.12264 -0.62075
O 0.54983 -0.83714 2.32337
H -0.68097 -0.76141 2.00411
H 0.73463 -0.31316 3.11029
*
```



## b
The following is a DFT calculation (wB97M-V/def2-TZVPD) of 2 unconnected molecules or ions with the total composition C5H8N2O3.

As for the molecular weight: 144.1 g/mol. As for the HOMO energy: -7.900 eV. The LUMO energy comes out at 0.8 eV. The calculation puts the gap between HOMO and LUMO at 8.687 eV.

```
! wB97M-V def2-TZVPD RIJCOSX def2/J DEFGRID3
* xyz 0 1
C 2.80548 -2.11089 0.67251
C -2.53057 0.18286 -0.01952
C -1.67288 1.22163 -0.75243
C -1.22247 -0.56662 0.25518
C 0.85018 0.61690 -0.61053
N -0.48275 0.40686 -0.51565
N 1.74990 0.16394 0.19489
O 3.38095 -2.30636 1.63558
O 3.09442 0.25748 -0.23843
O 1.56439 -0.45455 1.29705
H 3.49963 -0.48767 0.13983
H -3.10438 0.49841 0.87019
H -3.24549 -0.22816 -0.74049
H -2.05749 1.28734 -1.83444
H -1.72575 2.26091 -0.21275
H -0.89367 -0.50395 1.40854
H -1.12077 -1.52575 -0.08090
H 1.11126 1.28763 -1.46863
*
```



## c
The following is a DFT calculation (wB97M-V/def2-TZVPD) of a molecular structure, C5H8N2O3.

As for the molecular weight: 144.1 g/mol. As for the HOMO energy: -8.199 eV. The LUMO energy comes out at -1.2 eV. The calculation puts the gap between HOMO and LUMO at 6.967 eV.

```
! wB97M-V def2-TZVPD RIJCOSX def2/J DEFGRID3
* xyz 0 1
C 1.32998 1.87235 0.12161
C -2.02795 0.53695 1.31161
C -1.60115 -0.49033 0.27341
C 0.50493 -0.46252 -1.56120
C 0.29415 -0.24991 -0.00640
N 0.45911 1.09840 0.22741
N 1.01751 -1.15394 0.82420
O -1.37955 1.59642 1.34611
O -3.06705 0.47555 1.93362
O 1.69816 -0.09308 -2.07367
H 1.69828 2.87697 0.27476
H -1.64509 -1.58717 0.44859
H -2.00882 -0.13679 -0.67814
H -0.23777 0.06471 -2.04611
H 0.44740 -1.57783 -1.63556
H 1.82865 -0.66834 1.14084
H 0.51338 -1.41743 1.71627
H 2.17584 -0.68401 -1.61735
*
```



Which structure is most stable, and how do the rest compare? From most to least stable: a, c, b.



## a
The following is a DFT calculation (wB97M-V/def2-TZVPD) of a single C9H12O3 molecule.

As for the molecular weight: 168.2 g/mol. As for the HOMO energy: -8.470 eV. The LUMO energy comes out at 0.8 eV. The calculation puts the gap between HOMO and LUMO at 9.275 eV.

```
! wB97M-V def2-TZVPD RIJCOSX def2/J DEFGRID3
* xyz 0 1
C -3.32719 0.09608 0.90368
O -2.81080 -0.40883 -0.32091
C -1.41740 -0.27550 -0.45046
C -0.65157 -1.37734 -0.56422
C 0.77444 -1.12498 -0.40212
O 1.55434 -2.19425 -0.39291
C 1.98936 -2.44964 0.87908
C 1.43097 0.11695 -0.33045
C 0.51030 1.17043 -0.35595
O 0.82484 2.48368 -0.35002
C 1.86825 2.82745 0.54394
C -0.92990 0.98118 -0.19399
H -2.60502 -0.15225 1.71138
H -3.68177 1.19898 0.90710
H -4.19930 -0.52034 0.94466
H -1.04505 -2.37558 -0.67616
H 2.52257 -3.45231 0.96519
H 1.09917 -2.56398 1.51299
H 2.73817 -1.88556 1.39598
H 2.43865 0.21011 -0.38058
H 1.45806 2.76119 1.56046
H 2.09795 3.93980 0.39164
H 2.67840 2.12054 0.25574
H -1.53249 1.88677 -0.25472
*
```



## b
The following is a DFT calculation (wB97M-V/def2-TZVPD) of a single C9H12O3 molecule.

As for the molecular weight: 168.2 g/mol. As for the HOMO energy: -8.375 eV. The LUMO energy comes out at 0.8 eV. The calculation puts the gap between HOMO and LUMO at 9.211 eV.

```
! wB97M-V def2-TZVPD RIJCOSX def2/J DEFGRID3
* xyz 0 1
C 4.06798 -0.54095 0.07803
O 2.87347 -1.23697 0.04178
C 1.59167 -0.72124 -0.08231
C 1.40492 0.72884 0.01451
C 0.04239 1.08007 -0.13037
O -0.21482 2.53539 -0.25330
C -1.42971 3.20834 0.24733
C -1.08645 0.22745 -0.46613
C -0.83198 -1.22457 -0.30953
O -1.66872 -2.32135 0.07403
C -3.00018 -2.21654 0.13958
C 0.52895 -1.63454 -0.33715
H 3.86649 0.21867 -0.73333
H 4.48701 0.17909 1.06731
H 4.96699 -1.08945 -0.25142
H 1.98725 1.46929 0.11386
H -1.41395 4.43477 0.38754
H -1.96543 2.59887 1.16841
H -2.26562 3.19823 -0.56416
H -1.90565 0.77370 -1.05602
H -3.42852 -1.80830 1.21091
H -3.61246 -3.17921 0.35917
H -3.39520 -1.82141 -0.81505
H 0.40159 -2.85818 0.09631
*
```



Which structure is most stable, and how do the rest compare? From most to least stable: a, b.



## a
The following is a DFT calculation (wB97M-V/def2-TZVPD) of a single C19H18N2O4 molecule.

As for the molecular weight: 338.4 g/mol. As for the HOMO energy: -8.654 eV. The LUMO energy comes out at -0.3 eV. The calculation puts the gap between HOMO and LUMO at 8.317 eV.

```
! wB97M-V def2-TZVPD RIJCOSX def2/J DEFGRID3
* xyz 0 1
C 3.23582 3.20613 4.77360
C 3.01171 2.13973 3.68705
O 1.61418 1.86142 3.65703
C 1.20909 1.28073 2.50745
O 1.95814 0.84779 1.62883
C -0.29769 1.19406 2.25633
C -1.11417 1.97602 3.28969
C -0.63545 -0.28985 2.27705
O -0.90745 -0.83266 3.33523
C -0.51193 -1.15852 1.04696
C -1.42067 -0.52453 -0.01959
C -1.18273 -1.06518 -1.37760
N -1.15000 -2.36718 -1.69732
C -0.87222 -2.66551 -2.96141
C -1.02457 -4.02163 -3.32788
C -0.77888 -4.41417 -4.67340
C -0.53130 -3.45519 -5.62401
C -0.40148 -2.11203 -5.30003
C -0.57341 -1.68751 -3.96804
C -0.57393 -0.34434 -3.61232
C -0.94606 -0.01572 -2.25997
C -1.03928 1.30550 -1.53791
N -1.13075 0.90269 -0.15024
C -0.61458 1.70838 0.88435
O -0.39561 2.91697 0.67787
H 2.78507 2.88370 5.74107
H 2.79069 4.15698 4.49789
H 4.28599 3.38501 4.93048
H 3.42826 2.52379 2.72534
H 3.58734 1.24112 3.96849
H -0.99511 3.04373 3.11503
H -2.14019 1.75072 3.19189
H -0.85290 1.75096 4.34059
H 0.53126 -1.13545 0.67128
H -0.83268 -2.18102 1.27297
H -2.46716 -0.68033 0.25998
H -1.32114 -4.71695 -2.55147
H -0.84849 -5.45842 -4.96188
H -0.37116 -3.73077 -6.63318
H -0.14074 -1.44087 -6.11889
H -0.34147 0.40885 -4.36877
H -1.87664 1.91878 -1.84821
H -0.14770 1.89477 -1.74434
*
```



## b
The following is a DFT calculation (wB97M-V/def2-TZVPD) of a single C19H18N2O4 molecule.

As for the molecular weight: 338.4 g/mol. As for the HOMO energy: -8.767 eV. The LUMO energy comes out at -0.4 eV. The calculation puts the gap between HOMO and LUMO at 8.417 eV.

```
! wB97M-V def2-TZVPD RIJCOSX def2/J DEFGRID3
* xyz 0 1
C 0.66556 3.31814 2.62718
C -0.72631 3.76721 3.11828
O -1.60853 2.64110 3.06314
C -1.91410 2.25138 1.80232
O -1.84391 2.93263 0.78806
C -2.39738 0.83301 1.65538
C -3.59545 0.62580 2.60682
C -2.78685 0.57844 0.18565
O -3.94269 0.77252 -0.17620
C -1.85170 0.03435 -0.84730
C -0.42620 0.15159 -0.31418
C 0.54055 -0.67274 -1.09196
N 0.76746 -0.53751 -2.41418
C 1.67128 -1.34800 -2.98166
C 1.99674 -1.18701 -4.33402
C 2.96594 -1.99238 -4.94790
C 3.59596 -2.99569 -4.20118
C 3.22748 -3.22762 -2.87293
C 2.29820 -2.39151 -2.23990
C 1.95505 -2.61601 -0.89980
C 1.08046 -1.67984 -0.33120
C 0.62221 -1.59567 1.09328
N -0.31877 -0.46950 1.02389
C -1.25445 -0.10148 2.00830
O -1.14718 -0.64169 3.10555
H 1.42091 4.10110 2.76727
H 0.99461 2.42834 3.20681
H 0.64146 3.07087 1.55573
H -0.99525 4.59382 2.51314
H -0.68169 4.11464 4.16128
H -3.99598 -0.38797 2.51058
H -3.31881 0.72726 3.63887
H -4.39498 1.34275 2.45324
H -2.09824 -1.00444 -1.09959
H -1.95325 0.56274 -1.78582
H -0.09279 1.18234 -0.31796
H 1.51534 -0.37799 -4.86728
H 3.25017 -1.89600 -5.97092
H 4.43108 -3.50233 -4.69184
H 3.70035 -4.04956 -2.34068
H 2.39122 -3.44023 -0.31595
H 0.13384 -2.52452 1.38986
H 1.47863 -1.39033 1.76782
*
```



Which structure is most stable, and how do the rest compare? From most to least stable: b, a.